A cluster of 2 separate species, C7H8N3 in total in a non-equilibrium geometry, computed with the ωB97M-V functional and the def2-TZVPD basis.

The energy above the lowest of the compared OMol25 structures with the same formula, charge and spin is 551.81 kJ/mol. Its LUMO energy (spin up / spin down) is -0.18364 / -0.19383 hartree. The strongest force on any atom is 4.96 eV/Å. The HOMO-LUMO gap (spin up / spin down) is 7.58 / 7.89 eV. The HOMO energy (spin up / spin down) is -12.57 / -13.17 eV. Its total energy is -11845.201 eV.

Structure (ORCA input):
```
! wB97M-V def2-TZVPD RIJCOSX def2/J DEFGRID3
* xyz 1 1
N 1.051 0.778 0.071
N -0.212 0.535 0.070
N -3.865 0.060 0.082
C 3.292 0.073 0.084
C 1.450 -1.612 -0.196
C 1.928 -0.250 -0.075
C -0.623 -0.675 0.287
C 0.142 -1.771 0.060
C -1.041 1.713 -0.100
C -2.951 -0.568 -0.183
H -0.319 -2.803 0.325
H 4.140 -0.596 -0.161
H 1.987 -2.540 -0.228
H 3.700 1.114 0.050
H -1.685 2.042 0.842
H -4.801 0.514 0.187
H -0.407 2.512 -0.157
H -1.784 1.473 -0.959
*
```

A cluster of 2 separate species, C4H12 in total in a non-equilibrium geometry, computed with the ωB97M-V functional and the def2-TZVPD basis.

The energy above the lowest of the compared OMol25 structures with the same formula, charge and spin is 208.46 kJ/mol. Its LUMO energy (spin up / spin down) is 0.16187 / 0.17097 hartree. The strongest force on any atom is 3.46 eV/Å. The expectation value of S² is 0.75. The HOMO-LUMO gap (spin up / spin down) is 2.80 / 11.80 eV. The HOMO energy (spin up / spin down) is 1.60 / -7.15 eV. Its total energy is -4338.876 eV.

Structure (ORCA input):
```
! wB97M-V def2-TZVPD RIJCOSX def2/J DEFGRID3
* xyz -1 2
C -2.028 0.319 0.228
C 2.115 -1.139 -0.199
C 1.137 -0.279 -1.176
C -1.100 1.215 1.112
H 0.226 -0.742 -1.528
H -1.215 0.568 2.112
H 3.222 -1.089 -0.110
H 1.788 0.085 -1.977
H 1.806 -1.096 0.787
H -1.701 2.153 1.374
H 1.840 -2.052 -0.675
H -0.078 1.150 0.597
H -2.464 -0.513 0.922
H -1.444 -0.110 -0.686
H 0.768 0.600 -0.606
H -2.874 0.930 -0.176
*
```

A structure of composition C22H50InN3O2P2 in a non-equilibrium geometry, computed with the ωB97M-V functional and the def2-TZVPD basis.

The energy above the lowest of the compared OMol25 structures with the same formula, charge and spin is 188.11 kJ/mol. Its LUMO energy is -0.22589 hartree. The strongest force on any atom is 4.66 eV/Å. The HOMO-LUMO gap is 7.35 eV. The HOMO energy is -13.50 eV. Its total energy is -55926.064 eV.

Structure (ORCA input):
```
! wB97M-V def2-TZVPD RIJCOSX def2/J DEFGRID3
* xyz 2 1
In -0.309 0.037 -1.252
P 0.159 -2.491 -1.349
P 0.153 2.563 -1.061
O -0.275 -0.110 1.447
O -3.741 -0.022 -0.360
N 1.302 -0.048 3.053
N 1.806 0.075 -1.872
N -1.060 -0.135 3.555
C 1.899 -0.045 4.378
C 2.601 -1.122 -1.866
C -0.008 -0.099 2.691
C 0.314 3.382 0.580
C 1.827 2.604 -1.822
C -0.483 4.842 -2.608
C 0.746 4.847 0.493
C -0.903 -3.391 1.084
C 2.598 1.266 -1.740
C 1.833 -2.441 -2.109
C -2.383 -0.161 2.957
C -2.415 3.591 -1.530
C -2.403 -3.482 -1.933
C -2.678 0.071 -0.784
C -1.007 -0.119 5.008
C 0.720 -4.950 -0.079
C -1.007 -3.281 -2.536
C -0.945 3.216 1.436
C -1.013 3.486 -2.146
C 0.333 -3.494 0.185
C -0.468 -4.562 -3.172
C 2.253 -0.089 1.959
H -1.089 -2.519 -3.333
H 3.214 1.256 -0.804
H 2.423 3.390 -1.335
H -0.391 -0.941 5.398
H 1.711 2.887 -2.879
H -2.795 2.629 -1.157
H 2.762 0.634 4.358
H -0.629 -3.732 2.093
H -3.108 3.938 -2.311
H 3.363 1.260 -2.550
H 2.262 -1.049 4.655
H -1.187 5.254 -3.345
H 3.260 -0.087 2.387
H -1.175 -4.882 -3.950
H 0.305 0.125 -3.048
H -0.086 5.504 0.203
H -1.726 -4.027 0.729
H -2.445 4.328 -0.715
H -1.716 3.957 1.184
H 1.588 5.012 -0.191
H -0.410 5.562 -1.784
H -2.419 -4.312 -1.212
H -2.517 -1.039 2.311
H -3.096 -3.740 -2.746
H 1.554 -5.055 -0.785
H 1.044 -5.398 0.871
H 1.173 -3.005 0.710
H -0.672 3.369 2.491
H 2.120 -0.992 1.343
H -3.116 -0.200 3.768
H 1.129 2.814 1.063
H -1.377 2.212 1.351
H 3.376 -1.022 -2.660
H -2.031 -0.262 5.366
H 1.075 5.169 1.492
H -0.652 0.849 5.396
H -0.383 -5.380 -2.447
H 1.208 0.311 5.142
H 2.138 0.785 1.298
H 0.507 -4.414 -3.653
H -2.571 0.736 2.350
H -1.083 2.832 -3.035
H 0.497 4.764 -3.096
H -0.645 0.114 -2.984
H 3.203 -1.217 -0.926
H 2.429 -3.279 -1.715
H -0.132 -5.543 -0.439
H -1.261 -2.359 1.172
H -2.797 -2.580 -1.444
H 1.721 -2.598 -3.192
*
```

The molecule C3H4OS2 in a non-equilibrium geometry, computed with the ωB97M-V functional and the def2-TZVPD basis.

The energy above the lowest of the compared OMol25 structures with the same formula, charge and spin is 296.89 kJ/mol. Its LUMO energy is -0.01278 hartree. The strongest force on any atom is 4.25 eV/Å. As for the SMILES: S=C1COCS1. The HOMO-LUMO gap is 8.49 eV. The HOMO energy is -8.84 eV. Its total energy is -26890.812 eV.

Structure (ORCA input):
```
! wB97M-V def2-TZVPD RIJCOSX def2/J DEFGRID3
* xyz 0 1
S -0.273 1.845 0.051
S -2.313 -0.063 1.209
O 0.814 -0.399 -1.053
C -0.999 0.252 0.411
C -0.299 -0.946 -0.225
C 1.131 0.697 -0.298
H 1.459 0.292 0.774
H 1.883 1.366 -0.765
H -1.306 -1.239 -0.854
H -0.096 -1.804 0.751
*
```